The following is a DFT calculation (ωB97M-V/def2-TZVPD) of a molecular structure, C35H32N5RuSb.

The geometry in XYZ format:
```
74
Properties=species:S:1:pos:R:3:forces:R:3
Ru -0.5570 -0.1183 0.1583 -0.109 -0.359 0.193
C -2.7084 -2.0530 1.3433 -0.021 0.000 0.032
N -2.2398 -1.6900 -0.0034 0.051 0.269 0.013
C -3.2682 -1.0602 -0.8497 0.023 0.040 -0.022
C -3.2926 0.4008 -0.5446 0.094 -0.086 -0.105
N -2.1886 1.0574 -0.2488 0.022 0.044 0.262
C -2.5721 2.3836 -0.0177 -0.023 0.001 -0.089
C -1.8437 3.5190 0.3381 -0.037 -0.036 0.015
C -2.5359 4.7038 0.4722 0.023 -0.006 0.009
C -3.9207 4.7807 0.2605 -0.021 0.026 0.003
C -4.6555 3.6699 -0.0904 -0.004 -0.013 0.006
C -3.9522 2.4778 -0.2198 0.056 0.080 -0.015
N -4.3739 1.1987 -0.5466 -0.005 -0.042 -0.021
C -1.8612 -1.4017 2.3867 -0.172 -0.013 -0.042
N -1.2716 -0.2373 2.2023 0.288 -0.224 -0.261
C -0.7487 0.1165 3.4591 -0.081 0.128 0.052
C -0.1811 1.3004 3.9373 0.019 0.008 -0.008
C 0.1785 1.3523 5.2686 0.002 0.005 0.015
C -0.0317 0.2711 6.1365 0.010 -0.012 -0.001
C -0.6500 -0.8807 5.6999 0.005 0.023 0.001
C -1.0113 -0.9194 4.3592 0.005 0.041 0.042
N -1.7201 -1.8683 3.6371 -0.054 0.029 -0.048
H -2.7384 -3.1353 1.4765 0.056 -0.008 -0.019
H -3.7299 -1.6888 1.4886 -0.008 -0.055 0.009
H -1.8804 -2.5099 -0.4795 0.032 -0.013 -0.004
H -4.2576 -1.5104 -0.7309 0.008 -0.009 0.029
H -2.9649 -1.1982 -1.8893 -0.023 -0.005 -0.012
H -0.7801 3.4801 0.5018 0.010 0.011 0.015
H -1.9998 5.6026 0.7444 0.009 -0.003 0.002
H -4.4202 5.7326 0.3744 0.000 0.002 -0.001
H -5.7227 3.7257 -0.2556 -0.004 -0.008 -0.003
H -5.3141 0.9184 -0.7727 0.001 0.005 -0.006
H -0.0844 2.1798 3.3188 -0.004 -0.011 0.026
H 0.6053 2.2641 5.6637 0.003 0.003 0.000
H 0.2633 0.3574 7.1729 -0.001 0.003 0.001
H -0.8642 -1.6996 6.3731 -0.003 -0.005 -0.001
H -2.1074 -2.7257 3.9961 -0.018 0.008 0.008
C 3.3917 -1.9710 -5.6520 0.027 -0.022 -0.004
C 2.3323 -1.1300 -5.9516 -0.019 0.001 -0.008
C 1.6961 -0.4277 -4.9353 0.042 0.023 0.006
C 2.1160 -0.5785 -3.6163 0.067 0.004 -0.045
C 3.1793 -1.4284 -3.3201 -0.021 -0.058 0.054
C 3.8183 -2.1195 -4.3371 -0.004 0.003 -0.014
Sb 1.0660 0.5352 -2.1484 -0.286 0.156 -0.048
C 2.6983 0.8853 -0.8220 0.091 -0.009 0.028
C 2.3101 1.0181 0.5852 0.044 0.045 -0.048
C 3.2492 1.7399 1.4546 -0.010 -0.008 -0.038
C 4.4719 2.1353 1.0116 -0.043 -0.031 -0.032
C 4.8244 1.8624 -0.3249 0.042 0.056 0.002
C 3.9511 1.2673 -1.2373 -0.004 0.006 -0.019
C 0.4145 -1.4771 -1.2718 -0.150 0.052 -0.169
C 1.1913 -2.2042 -0.3642 -0.060 0.099 0.105
C 1.1458 -3.5994 -0.3586 -0.003 -0.024 -0.010
C 0.3874 -4.2778 -1.2969 0.012 0.016 0.005
C -0.3333 -3.5621 -2.2561 0.004 -0.026 0.035
C -0.3267 -2.1802 -2.2380 0.076 -0.112 0.002
H 3.8913 -2.5118 -6.4446 0.001 -0.003 0.002
H 2.0046 -1.0127 -6.9758 -0.001 0.005 -0.002
H 0.8802 0.2419 -5.1841 -0.002 0.007 0.000
H 3.5085 -1.5659 -2.2950 -0.009 -0.003 -0.015
H 4.6480 -2.7751 -4.1079 0.001 -0.005 0.003
H 2.3698 -0.0062 1.0132 0.012 0.017 0.010
H 2.9546 1.8921 2.4871 0.010 -0.019 0.011
H 5.1730 2.6392 1.6616 0.007 -0.003 0.003
H 5.8079 2.1614 -0.6702 0.004 0.006 0.001
H 4.2557 1.1625 -2.2720 -0.003 -0.009 0.013
H 1.8610 -1.7116 0.3310 -0.007 -0.008 0.024
H 1.7438 -4.1499 0.3561 -0.002 -0.003 0.002
H 0.3813 -5.3592 -1.3093 -0.003 -0.002 -0.005
H -0.8921 -4.0912 -3.0177 -0.005 0.001 -0.001
H -0.8790 -1.6342 -2.9963 0.009 -0.007 -0.015
C 0.7974 1.4121 0.6575 0.083 -0.008 0.127
H 0.5896 1.7100 1.6799 0.042 0.026 -0.057
H 0.7219 2.3150 0.0453 -0.068 0.018 0.023
```
Forces are in eV/Å.

The HOMO-LUMO gap is 5.66 eV. The total charge is +2. For the HOMO energy, the calculation gives -12.65 eV. Its multiplicity is 1.

The following is a DFT calculation (ωB97M-V/def2-TZVPD) of a molecular structure, C24H26N5SW.

The geometry in XYZ format:
```
57
Properties=species:S:1:pos:R:3:forces:R:3
W -0.7955 0.3141 -0.2577 0.153 -0.120 -0.171
C 1.2288 -3.7018 -0.3453 -0.048 0.056 0.108
C 0.6586 -2.3508 -0.5785 0.088 0.118 -0.254
N 0.0372 -1.6149 0.2826 -0.064 0.002 0.008
N 0.1817 -1.8616 1.6540 -0.093 -0.154 -0.104
C 0.9750 -0.9058 2.2022 0.029 -0.236 0.146
N 1.4801 -1.0623 3.4010 -0.004 0.003 0.001
S 1.2191 0.5210 1.2879 -0.114 0.246 0.017
C 0.9484 -1.6249 -1.8323 -0.048 -0.167 0.076
C 1.6568 -2.1768 -2.8792 0.018 0.308 0.028
C 2.1751 -1.3179 -3.8537 -0.016 -0.008 0.022
C 1.9706 0.0435 -3.7308 -0.036 0.018 0.041
C 1.1751 0.5202 -2.6926 0.035 -0.051 -0.084
N 0.6585 -0.2925 -1.7700 -0.223 0.046 0.137
H 0.9274 -4.1457 0.5998 0.008 -0.008 -0.031
H 2.3200 -3.6513 -0.3815 0.008 -0.025 -0.001
H 0.9052 -4.3705 -1.1450 0.022 -0.033 -0.014
H 0.1512 -2.8169 1.9895 0.032 0.038 0.046
H 1.3663 -1.9101 3.9417 0.004 0.008 0.006
H 2.0180 -0.3177 3.8261 -0.003 0.003 -0.008
H 1.8473 -3.2386 -2.9304 -0.002 -0.038 0.024
H 2.7510 -1.7178 -4.6781 0.005 0.007 -0.011
H 2.3928 0.7451 -4.4371 0.011 -0.009 -0.013
H 0.9412 1.5733 -2.6013 -0.009 -0.016 0.006
C -2.7293 -2.8159 -0.5348 -0.009 -0.089 0.046
C -2.6290 -1.3537 -0.7922 0.100 0.036 -0.408
C -2.9970 -0.4144 0.1945 0.015 0.269 0.102
C -3.1950 0.9535 -0.1736 0.033 -0.036 -0.013
C -3.9562 1.8861 0.7072 0.032 -0.086 0.006
C -2.7245 1.4002 -1.4249 -0.052 0.041 0.237
C -2.1319 0.5316 -2.3362 -0.051 -0.152 -0.011
C -1.7633 0.9830 -3.7096 0.102 0.012 -0.021
C -2.1091 -0.8556 -1.9922 -0.035 -0.054 0.187
H -3.7611 -3.1209 -0.7369 0.001 0.017 -0.003
H -2.5287 -3.0651 0.5071 0.005 0.003 -0.004
H -2.0888 -3.3940 -1.1990 0.006 -0.017 0.010
H -3.3547 -0.7566 1.1581 0.021 -0.020 -0.015
H -4.9802 1.9037 0.3176 -0.005 0.014 0.018
H -3.5651 2.9006 0.6602 -0.016 0.013 -0.011
H -3.9981 1.5445 1.7388 0.009 0.020 -0.006
H -2.8119 2.4522 -1.6680 -0.023 -0.007 -0.002
H -2.6650 0.9727 -4.3279 -0.014 0.012 0.016
H -1.0474 0.3126 -4.1809 0.017 0.010 -0.020
H -1.3780 2.0012 -3.7056 -0.005 0.021 -0.058
H -1.7118 -1.5494 -2.7233 -0.003 -0.023 0.018
N -2.1942 6.6302 3.3631 -0.029 0.056 0.047
C -1.8912 5.6989 2.7656 -0.011 0.099 0.033
C -1.5222 4.5364 2.0177 0.036 -0.154 -0.089
C -1.1301 4.6613 0.6789 -0.011 0.036 0.017
C -0.7830 3.5395 -0.0513 -0.019 -0.005 0.040
C -0.7777 2.2819 0.5575 0.150 -0.349 -0.203
C -1.1413 2.1664 1.9077 -0.021 0.407 0.222
C -1.5432 3.2875 2.6288 0.039 -0.077 -0.093
H -1.1020 5.6431 0.2247 0.005 0.002 -0.006
H -0.4943 3.6626 -1.0877 -0.001 -0.019 -0.013
H -1.0995 1.2226 2.4431 -0.019 0.039 -0.004
H -1.8283 3.2022 3.6689 0.000 -0.004 0.007
```
Forces are in eV/Å.

The HOMO-LUMO gap (spin up / spin down) is 6.29 / 6.29 eV. The total charge is +3. For the HOMO energy (spin up / spin down), the calculation gives -17.21 / -17.21 eV. Its multiplicity is 1.

The following is a DFT calculation (ωB97M-V/def2-TZVPD) of a molecular structure, C31H24F5N3O5PtS4SbTe.

The geometry in XYZ format:
```
75
Properties=species:S:1:pos:R:3:forces:R:3
Pt 0.7751 0.1216 -1.2971 -0.174 0.076 -0.912
C 6.1096 3.2772 -3.3192 -0.006 -0.003 0.000
C 5.1816 2.0957 -3.3988 -0.013 -0.001 -0.021
C 4.4987 1.7950 -4.5708 0.014 -0.003 0.009
C 3.6195 0.7239 -4.6343 0.026 -0.010 -0.010
C 3.4267 -0.0671 -3.5142 -0.036 0.038 -0.028
C 4.1021 0.2148 -2.3335 0.049 -0.026 0.001
C 4.9726 1.2889 -2.2819 -0.004 -0.023 0.015
S 2.2622 -1.4096 -3.6162 0.132 0.057 0.088
O 2.9996 -2.6260 -3.8495 -0.021 -0.036 0.032
O 1.2806 -0.9888 -4.5768 0.159 -0.137 -0.031
N 1.5483 -1.5153 -2.1757 0.058 -0.082 0.020
C 2.1149 -2.4696 -1.2243 0.047 -0.004 -0.020
C 2.0289 -1.9529 0.1907 -0.013 0.094 0.186
O 2.4344 -2.5988 1.1334 -0.082 0.080 0.007
O 1.4912 -0.7528 0.3444 0.040 -0.011 0.152
H 6.0924 3.8531 -4.2437 0.001 -0.001 -0.001
H 7.1377 2.9569 -3.1380 0.001 -0.002 0.004
H 5.8220 3.9406 -2.5023 0.001 0.003 -0.001
H 4.6301 2.4267 -5.4413 -0.005 0.000 0.000
H 3.0472 0.5269 -5.5303 0.018 0.001 0.022
H 3.9371 -0.3832 -1.4466 -0.009 -0.010 0.007
H 5.4824 1.5174 -1.3530 -0.001 0.000 0.000
H 3.1651 -2.6867 -1.4267 -0.008 -0.012 -0.029
H 1.5893 -3.4273 -1.2590 0.033 0.071 0.011
S 0.3040 2.0361 -0.0565 0.157 0.076 0.415
C -1.2075 2.9515 -0.2515 -0.202 0.219 -0.163
S -2.6822 2.1138 -0.3446 -0.104 0.058 0.391
C -1.1308 4.3173 -0.2587 0.041 -0.023 0.135
C 0.1059 5.0296 -0.3125 -0.067 -0.049 -0.109
N 1.0810 5.6382 -0.3577 0.033 0.017 0.078
C -2.3282 5.0931 -0.2042 0.087 0.040 -0.062
N -3.2903 5.7225 -0.1463 -0.061 -0.041 0.024
F -2.0336 0.6858 -2.6824 0.092 0.051 -0.106
Te -0.3492 1.2637 -3.4664 0.036 -0.010 0.049
F -0.9194 0.2325 -4.9278 -0.182 0.003 0.148
F 0.9725 1.8788 -4.6714 -0.037 0.082 0.079
F -1.4822 2.5653 -4.1763 0.088 -0.064 -0.165
F 0.1644 2.8908 -2.4484 -0.074 -0.041 -0.084
O -2.2944 0.6272 -0.0087 0.112 -0.258 -0.169
S -0.0762 1.5343 1.9226 0.137 -0.183 0.020
Sb -1.6502 -0.3126 1.8001 -0.107 0.116 0.125
C -3.6348 0.0750 2.3921 -0.034 0.002 0.018
C -4.6072 -0.9106 2.2676 -0.003 0.005 -0.002
C -5.9178 -0.6378 2.6359 -0.003 -0.003 -0.006
C -6.2565 0.6181 3.1196 0.000 0.004 0.002
C -5.2871 1.6044 3.2354 -0.009 0.001 -0.003
C -3.9745 1.3351 2.8731 0.001 -0.009 0.009
C -0.9634 -0.9340 3.7480 0.017 0.032 -0.083
C -1.8741 -1.1292 4.7832 -0.014 -0.014 0.005
C -1.4333 -1.5256 6.0397 0.007 0.002 -0.007
C -0.0804 -1.7298 6.2667 0.009 0.009 0.003
C 0.8320 -1.5339 5.2388 0.028 0.004 0.004
C 0.3955 -1.1300 3.9849 -0.030 -0.110 0.054
C -1.3505 -2.0451 0.6486 -0.034 0.008 -0.048
C -0.8260 -3.1629 1.2904 -0.036 -0.009 0.005
C -0.5619 -4.3112 0.5570 -0.021 -0.027 0.031
C -0.8075 -4.3364 -0.8082 -0.071 -0.012 0.036
C -1.3235 -3.2166 -1.4456 -0.052 0.000 0.012
C -1.6032 -2.0653 -0.7232 0.056 -0.012 0.020
H -4.3512 -1.8905 1.8797 -0.001 -0.001 -0.001
H -6.6749 -1.4053 2.5379 -0.001 0.000 0.000
H -7.2800 0.8312 3.4003 0.000 0.000 -0.001
H -5.5523 2.5882 3.6004 0.001 0.002 -0.003
H -3.2241 2.1134 2.9584 -0.004 -0.003 0.010
H -2.9342 -0.9726 4.6210 0.023 0.001 -0.007
H -2.1489 -1.6732 6.8391 0.004 0.000 -0.001
H 0.2637 -2.0403 7.2456 0.001 -0.001 -0.008
H 1.8889 -1.6990 5.4049 -0.004 0.002 0.018
H 1.1176 -0.9975 3.1918 0.092 0.020 -0.155
H -0.5952 -3.1419 2.3473 0.001 0.012 0.010
H -0.1364 -5.1734 1.0540 0.005 0.008 -0.010
H -0.5765 -5.2252 -1.3819 -0.003 -0.006 -0.003
H -1.4879 -3.2206 -2.5151 0.008 0.009 -0.007
H -1.9674 -1.1859 -1.2323 -0.092 0.037 -0.006
```
Forces are in eV/Å.

The HOMO-LUMO gap is 7.36 eV. The total charge is -1. For the HOMO energy, the calculation gives -5.96 eV. Its multiplicity is 1.

The following is a DFT calculation (ωB97M-V/def2-TZVPD) of 2 unconnected molecules or ions with the total composition C2H7OS.

The geometry in XYZ format:
```
11
Properties=species:S:1:pos:R:3:forces:R:3
C 0.8105 -0.5587 0.2239 0.000 0.842 -0.736
S 1.3069 0.5286 1.5956 0.135 -0.229 0.129
H -0.1264 -0.1446 -0.3039 0.125 -0.665 0.415
H 1.5481 -0.4954 -0.5782 0.271 -0.144 0.184
H 0.7221 -1.5905 0.5430 -0.151 -0.038 0.275
H 0.5934 1.6037 1.2461 -0.111 -0.033 -0.065
C -2.0834 -0.6928 -1.8769 0.020 -0.426 -1.222
O -1.2686 0.2418 -1.3788 -0.116 0.590 0.259
H -2.9754 -0.3016 -2.4267 -0.184 0.146 0.152
H -1.6070 -1.3277 -2.6846 0.027 -0.033 0.128
H -2.5063 -1.4588 -1.1920 -0.017 -0.011 0.481
```
Forces are in eV/Å.

The HOMO-LUMO gap is 6.17 eV. The total charge is -1. For the HOMO energy, the calculation gives -2.59 eV. Its multiplicity is 1.

The following is a DFT calculation (ωB97M-V/def2-TZVPD) of 2 unconnected molecules or ions with the total composition C3H10N5.

The geometry in XYZ format:
```
18
Properties=species:S:1:pos:R:3:forces:R:3
C -1.5239 1.3014 0.0759 -1.722 2.446 0.028
C 1.9744 -0.2020 1.3287 0.272 0.011 0.914
C -2.2483 -0.3655 -1.2830 -4.676 0.725 -1.435
N -2.5495 2.0049 -0.0542 -0.527 -0.459 0.053
N 1.4863 -0.0288 0.1799 0.495 -0.268 -2.209
N -1.3629 0.1441 -0.5540 3.728 -2.805 -0.694
N 3.2801 -0.2662 1.6619 0.507 0.374 1.377
N -2.0971 -1.3781 -2.0615 0.926 -1.402 -1.756
H -0.6504 1.5764 0.5028 2.636 1.065 1.955
H 1.3514 -0.3778 2.1749 -0.808 0.084 0.549
H -3.2489 0.1746 -1.2851 1.191 -0.862 0.139
H -2.4002 2.8200 0.4996 -0.329 0.987 0.329
H 2.2942 0.0361 -0.4956 -1.158 0.176 0.538
H -0.3753 -0.2091 -0.6446 -0.412 0.424 0.911
H 3.5874 0.2217 2.5006 -0.603 -0.643 0.326
H 3.9108 0.0272 0.9784 1.078 0.203 -1.729
H -1.1115 -1.7397 -2.2059 -1.968 0.144 -0.074
H -2.8791 -1.5709 -2.7252 1.370 -0.200 0.778
```
Forces are in eV/Å.

The HOMO-LUMO gap is 9.74 eV. The total charge is +1. For the HOMO energy, the calculation gives -13.38 eV. Its multiplicity is 1.

The following is a DFT calculation (ωB97M-V/def2-TZVPD) of a single C20H23N3O5S molecule.

The geometry in XYZ format:
```
52
Properties=species:S:1:pos:R:3:forces:R:3
C 0.1401 9.1714 1.4685 -0.185 0.001 0.173
C -0.1284 7.6984 1.6923 0.155 0.420 -0.167
O -0.9724 7.2823 2.4484 -0.178 -0.104 0.176
N 0.6949 6.9047 0.9368 0.342 0.059 -0.307
C 0.7670 5.5147 0.8818 -0.078 -0.417 0.087
C -0.0137 4.6845 1.6839 -0.159 0.201 0.127
C 0.1061 3.3126 1.5835 0.242 -0.125 -0.269
C 1.0037 2.7362 0.6876 0.063 0.312 0.054
C 1.2136 1.2684 0.5622 -0.124 0.008 -0.006
O 2.2717 0.7959 0.2037 0.091 -0.057 -0.062
N 0.1042 0.5206 0.8666 -0.342 0.230 0.113
C -0.0199 -0.8652 0.9263 0.104 -0.439 -0.004
C -1.3074 -1.3971 1.0462 0.074 -0.056 -0.011
C -1.4890 -2.7635 1.1219 -0.059 0.135 0.072
C -0.3875 -3.5960 1.0837 0.058 -0.601 0.099
S -0.6620 -5.3507 1.1596 -0.528 -0.142 -0.171
O 0.5872 -6.0416 1.3042 0.131 0.370 -0.215
O -1.7091 -5.6153 2.1074 -0.136 0.181 -0.159
N -1.3475 -5.6762 -0.3427 0.287 0.130 0.933
C -0.4501 -6.0616 -1.4108 0.652 0.462 -0.490
C -0.1621 -4.8988 -2.3684 -0.287 -0.461 -0.302
C -1.4050 -4.0732 -2.7695 0.167 -0.105 -0.006
C -0.9466 -2.6154 -2.6206 0.207 -0.023 0.073
C 0.5666 -2.7575 -2.4198 -0.089 0.335 -0.234
O 0.7390 -3.9917 -1.7638 0.004 -0.267 0.208
C 0.8907 -3.0887 0.9775 -0.083 -0.035 0.100
C 1.0814 -1.7214 0.8965 0.112 0.093 0.049
C 1.7981 3.5725 -0.0953 -0.087 -0.131 0.074
C 1.6779 4.9413 -0.0076 -0.080 0.019 0.071
H -0.5393 9.7540 2.0835 -0.002 -0.028 -0.002
H 1.1652 9.4119 1.7429 0.088 0.043 -0.015
H -0.0140 9.4293 0.4227 0.024 0.042 -0.088
H 1.3501 7.3811 0.3314 -0.167 -0.009 0.160
H -0.7043 5.1212 2.3853 0.002 0.004 0.007
H -0.4857 2.6979 2.2466 -0.050 -0.048 0.062
H -0.7554 1.0296 1.0190 0.212 -0.032 -0.070
H -2.1599 -0.7326 1.0797 -0.091 0.044 0.001
H -2.4705 -3.1986 1.2208 -0.181 0.049 0.008
H -2.1378 -6.2860 -0.2111 -0.147 -0.068 0.196
H -0.8769 -6.8890 -1.9802 -0.023 0.022 0.109
H 0.5011 -6.3803 -0.9714 -0.073 -0.171 -0.240
H 0.3149 -5.3180 -3.2717 -0.049 0.039 0.113
H -1.7077 -4.3035 -3.7895 -0.033 -0.027 -0.014
H -2.2286 -4.2981 -2.0953 -0.060 0.031 -0.069
H -1.3933 -2.1617 -1.7370 -0.010 0.043 -0.018
H -1.1852 -2.0073 -3.4905 -0.033 0.065 0.003
H 1.0806 -2.7760 -3.3934 0.005 0.021 0.085
H 1.0053 -1.9804 -1.7949 0.012 -0.001 -0.081
H 1.7216 -3.7737 0.9541 0.162 -0.020 -0.034
H 2.0725 -1.3094 0.8054 0.007 -0.023 -0.001
H 2.5091 3.1225 -0.7711 0.074 -0.028 -0.045
H 2.2964 5.5778 -0.6251 0.061 0.060 -0.075
```
Forces are in eV/Å.

Its SMILES is CC(=O)Nc1ccc(C(=O)Nc2ccc(S(=O)(=O)NC[C@H]3CCCO3)cc2)cc1. The HOMO-LUMO gap is 8.93 eV. For the HOMO energy, the calculation gives -8.69 eV. Its multiplicity is 1.

Relative energy (zero: lowest compared OMol25 entry of this formula, charge and spin) (kJ/mol)
135.9 125.8 62.4 196.8 63.4 81.5